The following is a DFT calculation (ωB97M-V/def2-TZVPD) of a structure of composition C20H28AsAuBF4N2O at a distorted geometry.

```
58
C20H28AsAuBF4N2O (ωB97M-V/def2-TZVPD)
Au 0.06651 -0.47803 1.25801
O -0.20336 -0.17785 3.45150
C -0.96824 -1.12306 4.17217
C -1.84592 -1.95832 3.27499
C -2.84071 -2.75978 3.82313
C -3.55119 -3.60635 2.99735
C -3.23115 -3.64175 1.64538
C -2.24203 -2.80523 1.18367
N -1.56957 -1.95801 1.97154
H -0.71734 0.67929 3.44012
H -1.57195 -0.59995 4.91818
H -0.27124 -1.77965 4.70447
H -3.03874 -2.71327 4.88203
H -4.32930 -4.23838 3.39737
H -3.74054 -4.30258 0.96147
H -1.95538 -2.81504 0.14168
F -2.13708 3.39502 1.77104
B -1.53657 2.19876 1.83512
F -1.74640 1.54940 3.11671
F -2.00364 1.29773 0.86231
F -0.13993 2.27523 1.71851
C 0.37529 -2.55856 -2.02593
C 0.62371 -1.07811 -2.27882
As -0.36974 0.03945 -1.05622
C -2.25399 -0.24843 -1.42213
C -2.54466 -0.16293 -2.91626
C 0.02426 1.89335 -1.44892
C 0.62521 2.14420 -2.82067
H 0.96071 -3.17167 -2.70952
H -0.67364 -2.82155 -2.17899
H 0.64897 -2.84855 -1.00875
H 0.34351 -0.78718 -3.29435
H 1.67354 -0.80981 -2.15345
H -2.77425 0.51953 -0.84750
H -2.54514 -1.21111 -1.00642
H -2.20011 0.77648 -3.35130
H -3.62114 -0.20884 -3.07735
H -2.09150 -0.98542 -3.47024
H 0.68350 2.22341 -0.64753
H -0.92237 2.42187 -1.29908
H 1.54973 1.58736 -2.97900
H 0.86578 3.20214 -2.91093
H -0.05994 1.89523 -3.63220
C 2.04043 0.21044 1.37545
C 2.76184 0.95766 0.34272
C 3.53757 0.28230 -0.60293
C 4.23294 0.98801 -1.56883
C 4.15176 2.37902 -1.57817
C 3.41119 3.06809 -0.62269
C 2.71889 2.35353 0.34138
C 4.83860 3.11494 -2.60914
N 5.36209 3.69315 -3.44921
H 1.82862 0.79884 2.26010
H 2.42447 -0.79044 1.55415
H 3.60242 -0.79717 -0.57288
H 4.83877 0.48029 -2.30420
H 3.38181 4.14657 -0.63999
H 2.12465 2.86571 1.08307
```

Properties
highest occupied orbital energy	-12.133	eV
calculated total energy	-3759.4074	hartree
net charge	+1
orbital gap	0.2653	hartree